ORCA calculation (ωB97M-V/def2-TZVPD) on C20H28N2O5 in the gas phase.

Computed properties:
Energy: -1264.65599 Eh
Multiplicity: 1
Relative energy (zero: lowest compared OMol25 entry of this formula, charge and spin): 41.2 kcal per mole
Charge: 0
Orbital gap: 9.19 eV
Structure (SMILES): CCCOc1ccccc1[C@H]1NC(=O)NC(C)=C1C(=O)OCCOC(C)C
Lowest unoccupied orbital energy: 0.7 eV
HOMO level: -8.46 eV

```
55
C20H28N2O5 | the Open Molecules 2025 dataset | ωB97M-V/def2-TZVPD
C -2.0321 -1.6726 -0.0368
H -0.9986 -3.5346 -0.1730
C 2.6233 -0.7864 0.8174
O 1.2632 -0.4090 0.6867
H 3.1912 0.1420 0.7315
H 1.3808 3.7025 -3.0757
H -0.2980 -2.2350 -4.2742
O -1.4013 0.1833 -2.2356
H 1.4535 -0.4398 -4.2422
C -0.9676 -0.8904 0.2650
H 4.2019 0.3976 2.9862
C 2.8957 -1.4927 2.1554
C 0.8776 3.0769 -2.3535
H 2.8972 -1.4691 0.0053
H 1.5770 1.6781 3.8892
H -1.0578 0.1767 -4.2931
O 2.5199 -0.7675 3.2907
H 2.3026 -2.4096 2.1936
H -2.2287 -0.9716 -3.6240
H -4.0552 -1.7040 -0.4193
C -3.5834 0.2153 0.0730
N -2.5568 0.9561 0.5332
C 3.2798 0.4012 3.5868
C 1.2472 -1.0477 -3.3634
C 1.0068 3.3315 -1.0007
C 3.6511 0.3563 5.0686
O -4.7095 0.6335 -0.0824
H -0.3418 -2.1995 -2.5052
H -2.7520 1.9417 0.6311
C 0.0972 2.0252 -2.7959
H -2.3821 -3.3679 -1.2703
C -0.1745 -1.5952 -3.3977
H 4.2434 -0.5301 5.2803
H 1.4063 -0.4397 -2.4756
C -1.2515 -0.5067 -3.4600
H 3.0598 2.5477 3.4623
H 1.9564 -1.8718 -3.3404
H -2.6549 -3.6404 0.4511
H 0.0038 1.8570 -3.8571
N -3.2802 -1.1209 -0.1387
H 0.4388 2.7121 0.9640
H 2.7458 0.3161 5.6678
O 0.7780 -2.5201 0.1102
H 3.9650 -1.7551 2.1861
C 2.4679 1.6571 3.2666
C -1.1473 0.5943 0.5104
H 2.1598 1.6547 2.2247
C -2.0060 -3.1466 -0.2719
C -0.5625 1.1992 -1.8896
H -0.7250 0.8358 1.4979
C 0.3482 2.5194 -0.0952
H 1.6113 4.1555 -0.6539
C 0.3998 -1.3892 0.3420
H 4.2226 1.2394 5.3411
C -0.4236 1.4485 -0.5153
```

---

ORCA calculation (ωB97M-V/def2-TZVPD) on C3H8N2O2 in the gas phase in a non-equilibrium geometry.

Computed properties:
Energy: -378.83202 Eh
Multiplicity: 3
Relative energy (zero: lowest compared OMol25 entry of this formula, charge and spin): 81.7 kcal per mole
Charge: 0
Orbital gap (spin up / spin down): 5.69 / 9.29 eV
Lowest unoccupied orbital energy (spin up / spin down): 0.9 / -0.3 eV
HOMO level (spin up / spin down): -4.75 / -9.56 eV

```
15
C3H8N2O2 | the Open Molecules 2025 dataset | ωB97M-V/def2-TZVPD
H -0.6836 2.2488 -0.9222
N -0.9263 0.2799 -1.3428
O 0.5961 -1.2510 -0.5013
H 2.1070 -2.4426 0.2527
N -1.2905 1.6301 -1.4427
C 0.0096 -0.0180 -0.4114
C 1.5761 -1.5131 0.4650
H -1.5533 0.8478 1.4492
H -0.3225 -0.4232 1.7913
H -0.6485 -0.0753 -2.2405
C -0.5844 0.5076 1.4953
O 0.3652 0.9226 0.4348
H 2.4315 -0.6937 0.4187
H -2.2050 1.7345 -0.9581
H 1.1285 -1.7544 1.5121
```

---

ORCA calculation (ωB97M-V/def2-TZVPD) on C19H21BrFN2O9Ti as an isolated structure.

Computed properties:
Energy: -5046.70717 Eh
Multiplicity: 2
Relative energy (zero: lowest compared OMol25 entry of this formula, charge and spin): 4.8 kcal per mole
Charge: 0
Orbital gap (spin up / spin down): 7.58 / 8.42 eV
Lowest unoccupied orbital energy (spin up / spin down): -0.7 / -0.8 eV
HOMO level (spin up / spin down): -8.25 / -9.20 eV

```
54
C19H21BrFN2O9Ti | the Open Molecules 2025 dataset | ωB97M-V/def2-TZVPD
H -2.6357 -0.6577 2.2393
O -0.5566 -1.7303 1.0867
O 1.8075 0.8214 -1.6437
H 4.1790 -2.1759 -2.6878
H -2.9290 2.0633 -2.2261
Ti 0.5118 -0.0708 -0.3410
N 4.7380 1.1585 -4.5675
C 3.7962 1.0373 -3.6359
H -2.2060 -2.9314 1.4076
H 1.2916 -2.6136 1.1004
H -0.8083 4.2576 4.1988
H -4.0744 0.6223 -0.7021
H -2.2992 2.4607 -0.6090
H -1.3534 1.8806 -3.7908
C -2.3374 1.6929 -1.3831
O 2.2602 -1.3146 -1.3340
H 2.1142 1.2145 4.7829
H -0.0605 -3.6890 1.5478
O 1.8262 -0.3647 1.2193
C 0.2649 -2.8883 0.8791
O 1.7098 2.6399 6.6572
Br 6.4461 -2.5771 -4.6259
H -1.4437 0.1448 -3.3618
O -1.0014 1.4556 -1.8011
C 1.1739 1.2416 2.8358
H 6.2571 0.2188 -5.5914
C 0.6765 2.7631 4.6145
O -2.4149 0.2794 0.4802
O 0.2603 4.2015 6.3440
H 2.6863 -0.2724 3.0170
O 0.0206 1.4830 0.7856
H 0.1938 -3.2131 -0.1607
C -2.9925 0.4599 -0.7987
C 4.3510 -1.2502 -3.2190
C -0.2677 3.4151 3.7910
C -0.4858 2.9898 2.5166
C -0.9239 1.0860 -3.1736
H 3.1937 1.9128 -3.4295
C 0.2237 1.8769 1.9800
C 5.4928 0.0979 -4.8334
C 1.3885 1.6987 4.1412
C 5.3283 -1.1164 -4.1807
C 1.9317 0.1497 2.3389
C -2.7866 -0.8841 1.1815
C 2.4902 -0.2358 -1.9100
H -2.0082 -2.3123 -0.2511
H -2.8151 -0.4090 -1.4420
C 3.5648 -0.1411 -2.9390
C -1.9182 -2.0597 0.8094
N 0.8952 3.2318 5.9740
H -1.2057 3.4790 1.8748
F -0.4423 -1.1561 -1.5084
H -3.8437 -1.1279 1.0225
H 0.1289 0.9687 -3.4108
```

---

ORCA calculation (ωB97M-V/def2-TZVPD) on C18H45F6Mn2N3O12P3 as an isolated structure in a non-equilibrium geometry.

Computed properties:
Energy: -5705.65333 Eh
Multiplicity: 11
Relative energy (zero: lowest compared OMol25 entry of this formula, charge and spin): 0.0 kcal per mole
Charge: +1
Orbital gap (spin up / spin down): 9.09 / 8.68 eV
Lowest unoccupied orbital energy (spin up / spin down): -1.8 / -2.2 eV
HOMO level (spin up / spin down): -10.92 / -10.92 eV

```
89
C18H45F6Mn2N3O12P3 | the Open Molecules 2025 dataset | ωB97M-V/def2-TZVPD
H 4.2603 1.2012 -3.5847
C 1.1829 -1.8823 -3.7914
H 1.3290 6.9201 0.7038
H 2.7404 -5.1349 0.5942
H -1.4484 1.7861 -1.6264
H 1.4166 -4.0832 1.0401
P 2.2811 2.2982 -0.6879
O 2.2976 0.8377 -0.9946
H 0.0331 8.0309 1.1926
C 0.2614 7.1477 0.6072
O 2.0364 2.7743 0.6926
C -3.1804 -2.9936 0.4074
H 1.0199 1.1883 6.3292
H -1.4115 5.1369 -0.3246
H 0.2857 -2.2024 -4.3387
C -1.0471 3.7370 1.2352
H 2.4934 1.4729 5.4701
C -0.4244 2.8789 4.8309
F -1.5728 0.0060 0.7211
H 0.0125 -1.2956 -2.1943
O 3.0606 1.0426 2.6012
Mn 2.4126 -1.2090 -0.9724
C -2.5205 -0.9624 -2.7392
F 3.6173 2.8892 -1.2077
H -0.7955 2.9038 0.5735
H -4.2798 -3.0372 0.3257
H -0.2769 4.7040 2.7402
C 2.4589 -4.0867 0.6950
H 1.6839 -5.0710 -1.4745
H -2.3661 1.5233 -3.0732
N -0.3553 3.7065 2.5322
P 3.7771 -0.1713 2.1450
C -3.3036 -1.5209 -1.5505
Mn 1.4924 2.4864 2.6713
H 2.6667 1.9517 -3.8004
H -5.1167 -5.1634 1.2489
O 0.8082 2.1830 4.5137
C 0.5583 -3.2495 -1.9169
F -0.5808 -1.3792 2.4295
O -3.4210 -5.3872 -0.0360
F 3.8939 -1.1241 3.3841
N -2.6552 -2.6726 -0.9230
H -2.7822 -3.5056 -1.4887
H 0.8585 0.1975 -4.4552
H 1.7071 2.8277 6.3070
C 1.8533 -4.0017 -1.6291
H -5.0681 -6.5714 0.2760
C -1.4599 1.2030 -2.5504
H -2.9158 -2.2457 1.1520
H -0.9944 2.2298 5.4977
H -2.0465 3.7801 3.7487
H -5.3986 -5.0328 -0.5148
C -2.7415 -4.4207 0.7490
H -3.2623 -0.3937 -3.3071
N 0.8524 -1.8753 -2.3552
H -4.3035 -1.8049 -1.9179
H -2.1986 -1.8049 -3.3597
F 1.2727 2.9725 -1.6767
P -0.1724 -0.3776 1.3014
O 2.5226 -3.3779 -0.5372
H -2.1350 3.7403 1.3351
O -1.4269 -0.1850 -2.3075
H 2.0107 -2.5729 -3.9549
C 1.5341 1.9297 5.7122
H -0.5986 1.4758 -3.1628
H 0.3134 4.7805 -0.1534
C 3.2798 1.0749 -4.0351
C -1.2359 3.0728 3.5558
H 3.0525 -3.5596 1.4329
H -0.0470 -3.2380 -1.0153
H -1.6419 2.1366 3.1869
C 1.6343 -0.5785 -4.3819
H 0.0546 -3.8024 -2.7226
F 5.2808 0.1455 1.9017
H -3.4013 -0.7981 -0.7393
O 0.3388 0.8753 1.9386
H -2.8413 -4.6140 1.8194
H 3.3869 1.0705 -5.1269
O 2.7191 -0.1369 -3.5889
C -0.6134 4.9389 0.4051
O 0.6680 -1.1016 0.3366
O -0.4360 6.0656 1.2395
H -0.1683 3.8295 5.2994
H 2.5001 -4.0290 -2.5137
H 1.9905 -0.7275 -5.4104
H -1.7022 -4.5072 0.4232
O 3.2331 -0.9674 1.0246
H 0.0026 7.2148 -0.4484
C -4.7984 -5.5110 0.2621
```

---

ORCA calculation (ωB97M-V/def2-TZVPD) on C10H38B2O9PtS as an isolated structure in a non-equilibrium geometry.

Computed properties:
Energy: -1647.92429 Eh
Multiplicity: 3
Relative energy (zero: lowest compared OMol25 entry of this formula, charge and spin): 0.0 kcal per mole
Charge: -2
Orbital gap (spin up / spin down): 5.84 / 6.05 eV
Lowest unoccupied orbital energy (spin up / spin down): 4.4 / 4.4 eV
HOMO level (spin up / spin down): -1.46 / -1.68 eV

```
61
C10H38B2O9PtS | the Open Molecules 2025 dataset | ωB97M-V/def2-TZVPD
H 1.7925 -3.8604 2.9523
H 0.2976 -1.8606 0.4754
H -3.5569 -0.5460 -2.7299
H 2.2943 -4.0931 -3.6175
O -2.3021 4.3563 -3.1669
H -5.2080 -0.8702 -1.0709
C -2.0254 0.8099 3.6637
C -4.1950 -0.9964 -0.6871
H 1.2523 3.8605 1.7283
O -0.8829 5.4894 -1.6099
C 1.7999 -3.1025 0.9048
H -3.6249 0.7226 2.3205
H -4.0031 -0.5307 0.2733
H -3.4686 1.5237 -1.9477
H 1.3198 3.2395 -0.0968
H -2.7050 2.6751 2.0590
H 3.3574 -0.2902 0.5262
O -2.2232 2.0046 1.5602
C 3.6552 0.5532 1.1602
H 1.2161 0.6037 -0.2771
C -2.5342 0.7757 2.2278
H 2.5522 1.7199 0.0821
H 2.8255 1.6054 2.8884
Pt -0.8790 1.9926 -0.3244
H -0.2853 3.8718 0.6851
B 0.2900 0.0070 -0.6243
H 2.4635 -2.2521 1.0669
H -2.0812 -0.0858 1.7460
H 4.7307 0.3880 1.3005
O -0.5813 3.1410 -2.0576
C 2.8773 0.6117 2.4437
O 0.4543 -2.6865 1.0011
H 3.0489 -4.4846 1.9102
S -1.5727 4.2316 -1.9081
H 1.4404 -0.5597 -3.1044
C 1.9001 -1.4475 -3.5378
H -0.4280 0.0539 0.2583
H 2.7524 -1.7372 -2.9138
H -2.1224 -0.1931 4.0957
H -0.1920 0.5601 -1.5019
H 1.8405 0.3444 2.2142
H 3.2016 -0.0849 3.2251
H 0.0627 -2.4015 -4.0802
H 0.5450 -1.0824 -0.9064
H 1.9738 -3.5270 -0.0961
O -2.3821 3.7686 -0.7365
H -2.2687 -0.9471 -1.5932
H -2.5635 1.5162 4.3024
H -0.9692 1.0720 3.7536
H 1.4019 -5.1084 1.7554
C 0.9770 -2.6412 -3.5180
H 0.4463 2.2255 1.2341
H 2.1537 -1.1928 -4.5695
O 3.4951 1.7164 0.3636
O -2.9029 0.9668 -1.3971
H 0.5369 -2.6693 -2.5078
C 1.9857 -4.2076 1.9368
B 0.7006 3.2928 0.8810
O 1.5222 -3.7894 -4.1056
C -3.1945 -0.3824 -1.7144
H -4.0112 -2.0695 -0.5950
```

---

ORCA calculation (ωB97M-V/def2-TZVPD) on C5H8OS2 in the gas phase in a non-equilibrium geometry.

Computed properties:
Energy: -1066.84758 Eh
Multiplicity: 1
Relative energy (zero: lowest compared OMol25 entry of this formula, charge and spin): 52.6 kcal per mole
Charge: 0
Orbital gap: 9.13 eV
Structure (SMILES): C=C(SC)C(=O)SC
Lowest unoccupied orbital energy: 0.3 eV
HOMO level: -8.82 eV

```
16
C5H8OS2 | the Open Molecules 2025 dataset | ωB97M-V/def2-TZVPD
O -1.3107 1.6459 0.2852
C -0.6603 0.7440 -0.1002
H -3.7298 -1.5223 -0.6056
H -3.3835 0.2516 -0.8060
S -1.2632 -0.9230 -0.4839
C 1.2576 2.0596 -0.4470
H 2.7592 -2.3892 0.3276
H 2.4146 2.1873 -0.5741
C -3.0113 -0.7487 -0.3256
H 0.5639 2.8280 -0.2698
C 0.9143 0.7683 -0.3071
S 1.9138 -0.5466 -0.9079
H 1.3218 -1.6071 1.3141
H 3.0741 -0.6167 1.2843
C 2.3203 -1.3480 0.7977
H -3.1808 -0.7831 0.8182
```

---

ORCA calculation (ωB97M-V/def2-TZVPD) on a 4-piece molecular cluster, C2H13NO3S2 overall in a non-equilibrium geometry.

Computed properties:
Energy: -1160.46451 Eh
Multiplicity: 2
Relative energy (zero: lowest compared OMol25 entry of this formula, charge and spin): 23.6 kcal per mole
Charge: +1
Orbital gap (spin up / spin down): 8.81 / 4.19 eV
Lowest unoccupied orbital energy (spin up / spin down): -4.6 / -9.1 eV
HOMO level (spin up / spin down): -13.37 / -13.31 eV

```
21
C2H13NO3S2 | the Open Molecules 2025 dataset | ωB97M-V/def2-TZVPD
H -0.0833 -2.2177 -1.5237
N -1.9245 0.4504 -0.1331
S -0.1598 1.3743 3.5065
H -1.3734 0.3270 -1.0378
C -1.0129 0.4360 1.0340
H -0.2273 0.5847 -3.6669
H -2.5097 1.3041 -0.1331
H 0.0149 0.6186 0.6908
H -1.1012 -0.6038 1.4787
O -0.3751 -3.0091 -1.9766
H -0.8695 -0.1983 -2.5728
H -0.4376 -3.6905 -1.3043
O 4.0213 -1.2680 -1.5934
O -0.0558 0.2786 -2.7649
H 3.6081 -1.6085 -0.7910
S 1.5762 0.6468 3.0987
H -1.4152 2.5130 1.7795
H 2.3762 1.6733 2.9090
C -1.3671 1.4465 2.0998
H -2.3791 1.3082 2.5712
H 3.6947 -0.3655 -1.6705
```

---

ORCA calculation (ωB97M-V/def2-TZVPD) on C13H24Cl2NO4P2Ti as an isolated structure in a non-equilibrium geometry.

Computed properties:
Energy: -3317.87747 Eh
Multiplicity: 3
Charge: +1
Orbital gap (spin up / spin down): 6.62 / 9.79 eV
Lowest unoccupied orbital energy (spin up / spin down): -3.0 / -3.0 eV
HOMO level (spin up / spin down): -9.63 / -12.82 eV

```
47
C13H24Cl2NO4P2Ti | the Open Molecules 2025 dataset | ωB97M-V/def2-TZVPD
C -0.0869 3.6630 0.5826
H 0.6521 -2.4116 2.2294
C 3.0563 -1.6547 0.6247
H 4.9919 -0.8661 0.0865
C -1.5483 0.7934 2.9377
Ti -0.6987 0.2718 0.8082
C -0.8202 -3.2710 -1.1063
P -1.0145 -2.2248 0.3781
C 1.7057 -1.4154 0.6288
C -1.1485 3.0019 -2.0741
O -0.2881 0.6121 2.7784
H 1.5791 2.2841 -2.0325
H -3.1237 1.2308 4.4658
C 0.6974 -2.4331 1.1365
H 1.9415 2.8952 -0.4736
N 1.2504 -0.1832 0.1873
H 3.4133 -2.5796 1.0891
H 0.4232 4.4358 0.0146
H -0.5007 3.7678 -2.5077
H -1.7743 -1.3773 -2.4248
P -0.3707 2.2463 -0.5921
C 3.9282 -0.6947 0.0764
O -2.2932 0.6912 1.9117
H -1.8083 -3.4159 -1.5672
C -2.0837 -3.2055 1.4631
O 1.2393 -0.2789 -4.8528
C 3.4198 0.4558 -0.5330
H -1.7684 -4.2628 1.6187
H 1.0101 -3.4396 0.8500
H -2.1041 3.4586 -1.8131
H 0.5344 3.3361 1.4075
Cl -1.6406 3.0422 4.0663
H -1.3285 2.2013 -2.7990
H -0.3908 -4.2562 -0.8477
C 1.4435 2.0234 -0.9599
H -2.1866 -2.7397 2.4637
H 4.0505 1.2214 -0.9583
H -2.2685 -0.9020 -3.7541
C -2.0695 1.3158 4.2724
H 0.5518 -0.2774 -4.1750
C 2.0480 0.6865 -0.5097
H -3.0988 -3.2304 1.0159
O -2.5554 -0.9150 -2.7928
H 1.3793 0.6959 -4.9524
H -0.1839 -2.7890 -1.8787
Cl -1.1561 0.4448 5.5098
H -1.0046 4.0488 1.0019
```